1.
# C13H38F3O11Y

A molecular structure, C13H38F3O11Y (ωB97M-V/def2-TZVPD, the Open Molecules 2025 dataset).

Geometry as ORCA input:
```
! wB97M-V def2-TZVPD RIJCOSX def2/J DEFGRID3
* xyz 1 2
Y -0.986 4.295 1.085
O 2.495 0.197 0.078
C 1.112 0.030 -0.117
C 0.149 1.341 -0.295
O 0.435 2.495 0.521
H 0.681 -0.622 0.644
H 0.971 -0.481 -1.069
H -0.904 1.060 -0.292
H 0.345 1.596 -1.337
C -3.037 1.764 2.884
O -3.031 1.462 4.288
O -2.083 2.746 2.552
C -3.098 0.406 2.142
F -3.298 0.665 0.840
F -2.050 -0.401 2.139
F -4.077 -0.381 2.544
C -3.549 2.478 5.227
C -4.881 2.127 5.742
H -5.634 2.238 4.962
H -4.868 1.098 6.101
H -5.114 2.698 6.641
H -3.537 3.541 4.986
H -2.882 2.259 6.061
H -4.055 2.154 2.879
C 2.738 -2.590 -2.848
O 3.077 -2.490 -1.454
H 3.352 -1.891 -3.417
H 2.956 -3.599 -3.197
H 1.680 -2.333 -2.903
H 3.013 -1.584 -1.142
C 1.695 0.765 -4.144
O 2.670 1.463 -3.307
H 1.710 1.321 -5.081
H 1.857 -0.310 -4.233
H 0.735 0.962 -3.667
H 2.644 1.111 -2.414
C -0.720 -3.657 1.571
O -0.724 -4.583 0.515
H 0.174 -3.036 1.501
H -1.507 -2.914 1.440
H -0.570 -4.131 2.541
H 0.177 -4.719 0.211
C -3.137 -1.683 -1.594
O -1.760 -1.809 -1.501
H -3.508 -1.197 -0.692
H -3.293 -1.028 -2.451
H -3.657 -2.638 -1.682
H -1.481 -1.109 -0.906
C -2.962 2.059 -3.415
O -3.426 3.441 -3.774
H -2.207 2.256 -2.654
H -3.874 1.534 -3.133
H -2.510 1.620 -4.305
H -4.215 3.339 -4.311
C 5.053 -2.007 1.928
O 4.724 -0.724 1.507
H 5.349 -2.616 1.074
H 5.824 -1.960 2.697
H 4.223 -2.584 2.335
H 4.010 -0.806 0.871
C 5.755 0.492 -1.756
O 4.970 1.239 -0.914
H 6.396 1.123 -2.373
H 6.393 -0.201 -1.208
H 5.045 -0.051 -2.380
H 4.225 0.759 -0.544
*
```

Summary:
- LUMO level (alpha / beta): -7.19 / -7.19 eV
- Kohn-Sham gap (alpha / beta): 4.24 / 4.22 eV
- Expectation value of S²: 0.7541



2.
# C13H39N3O11P2

6 unconnected molecules or ions with the total composition C13H39N3O11P2 (ωB97M-V/def2-TZVPD, the Open Molecules 2025 dataset).

Geometry as ORCA input:
```
! wB97M-V def2-TZVPD RIJCOSX def2/J DEFGRID3
* xyz 0 1
N 0.473 -0.614 0.192
H -0.531 -0.762 0.375
H 0.847 1.083 0.473
H 0.582 -0.840 -0.777
H 0.983 -1.264 0.707
C -0.541 2.657 0.630
O 0.760 2.081 0.772
H -1.342 2.089 1.084
H -0.638 3.548 1.201
H -0.792 2.975 -0.337
C -5.597 -1.300 0.156
O -4.804 -2.246 -0.514
P -3.210 -2.253 -0.352
O -2.589 -0.946 -0.315
O -2.909 -3.137 0.916
C -2.155 -2.605 2.028
O -2.817 -3.193 -1.551
C -3.361 -2.755 -2.844
H -5.237 -0.285 -0.238
H -5.394 -1.296 1.236
H -6.666 -1.514 0.047
H -2.245 -1.522 2.158
H -1.111 -2.810 1.988
H -2.692 -3.021 2.883
H -4.448 -2.690 -2.794
H -3.084 -3.546 -3.561
H -2.869 -1.809 -3.068
C 2.756 -0.980 6.271
O 2.394 -1.637 5.028
P 1.659 -0.961 3.793
O 1.148 -2.027 2.941
O 2.751 -0.099 3.021
C 3.562 -0.761 2.040
O 0.620 0.147 4.255
C 1.060 1.557 4.581
H 3.573 -0.350 5.961
H 3.005 -1.733 7.015
H 1.916 -0.443 6.637
H 2.990 -1.683 1.795
H 4.517 -0.935 2.500
H 3.596 -0.215 1.099
H 0.246 1.869 5.257
H 1.090 2.133 3.635
H 2.056 1.454 5.147
C 1.796 2.258 -2.354
O 1.469 1.688 -3.332
N 3.085 2.522 -1.940
C 3.279 3.318 -0.763
C 4.200 1.978 -2.729
H 1.027 2.629 -1.676
H 3.815 2.802 0.048
H 2.277 3.453 -0.354
H 3.807 4.280 -0.997
H 4.282 0.908 -2.577
H 3.909 2.162 -3.790
H 5.163 2.383 -2.436
C -2.582 -0.256 -4.638
O -3.690 0.057 -4.195
N -1.418 0.043 -4.100
C -0.212 -0.517 -4.766
C -1.407 0.801 -2.900
H -2.545 -0.848 -5.546
H 0.220 0.192 -5.390
H -0.314 -1.515 -5.244
H 0.459 -0.660 -3.975
H -1.298 1.870 -3.153
H -2.311 0.562 -2.346
H -0.560 0.534 -2.316
*
```

Summary:
- LUMO level: 0.59 eV
- Kohn-Sham gap: 9.50 eV



3.
# C13H39N4O5P2S5

5 unconnected molecules or ions with the total composition C13H39N4O5P2S5 (ωB97M-V/def2-TZVPD, the Open Molecules 2025 dataset).

Geometry as ORCA input:
```
! wB97M-V def2-TZVPD RIJCOSX def2/J DEFGRID3
* xyz 1 1
C -3.553 7.760 0.580
C -2.138 7.503 -0.207
O -1.421 6.277 0.176
N -1.546 5.996 1.480
C -2.391 4.701 1.499
C -1.355 3.391 1.570
P -1.610 2.569 3.275
S -1.579 3.812 4.789
N -0.027 4.109 1.271
C -0.214 5.423 2.011
N 0.641 5.936 2.963
P 0.319 7.459 3.813
N -0.360 7.124 5.281
H -4.246 8.448 -0.088
H -3.399 8.277 1.624
H -4.171 6.756 0.759
H -1.509 8.489 -0.146
H -2.420 7.372 -1.360
H -2.953 4.810 0.461
H -3.066 4.897 2.461
H -1.738 2.730 0.654
H -0.556 1.591 3.498
H -2.932 1.964 3.275
H 0.065 4.134 0.235
H 1.497 5.343 3.181
H 1.591 8.107 4.067
H -0.555 8.260 2.970
H -1.291 7.632 5.240
C 0.516 -1.428 2.615
S 0.309 -0.901 0.896
O -1.030 -0.234 0.787
C 0.146 -2.565 0.205
H 0.600 -0.538 3.243
H -0.350 -2.014 2.934
H 1.427 -2.023 2.709
H -0.697 -3.082 0.670
H 1.069 -3.124 0.376
H -0.030 -2.479 -0.869
C 1.602 -5.115 -3.690
S 1.127 -5.102 -1.944
O 2.207 -5.806 -1.177
C -0.258 -6.254 -2.115
H 2.484 -4.481 -3.813
H 1.842 -6.133 -4.005
H 0.785 -4.716 -4.295
H 0.094 -7.203 -2.527
H -1.016 -5.819 -2.771
H -0.690 -6.426 -1.127
C 3.792 -5.705 1.379
S 3.848 -7.204 2.390
O 2.796 -7.072 3.451
C 5.446 -6.855 3.162
H 2.848 -5.692 0.830
H 3.851 -4.820 2.018
H 4.622 -5.711 0.668
H 5.404 -5.900 3.692
H 6.224 -6.824 2.394
H 5.671 -7.654 3.871
C -0.186 -1.963 -7.155
S -1.105 -1.768 -5.608
O -0.642 -2.843 -4.670
C -2.708 -2.279 -6.273
H 0.864 -1.729 -6.966
H -0.269 -2.993 -7.512
H -0.580 -1.273 -7.905
H -2.637 -3.289 -6.684
H -3.021 -1.579 -7.051
H -3.440 -2.269 -5.462
*
```

Summary:
- LUMO level: -5.02 eV
- Kohn-Sham gap: 4.70 eV



4.
# C13H40AgF2N2O13S2

A molecular structure, C13H40AgF2N2O13S2 (ωB97M-V/def2-TZVPD, the Open Molecules 2025 dataset).

Geometry as ORCA input:
```
! wB97M-V def2-TZVPD RIJCOSX def2/J DEFGRID3
* xyz -1 1
N -1.180 4.528 5.968
H -0.484 4.597 6.696
H -1.508 5.413 5.608
H -1.985 4.051 6.349
H -0.851 3.942 5.214
Ag -4.549 1.735 1.872
N 0.143 0.280 2.848
S 0.249 -1.018 3.610
O 0.768 -0.814 4.974
O 0.394 -2.355 3.040
F -1.310 -0.972 3.915
S 1.728 -0.056 2.200
O 1.643 -0.351 0.747
O 2.843 -0.663 2.950
F 2.213 1.459 2.302
C -6.856 3.381 6.305
O -6.965 3.818 5.128
O -7.875 3.636 6.967
O -5.922 2.771 6.773
C -2.975 -2.543 -7.878
C -1.882 -3.416 -7.159
O -1.769 -2.954 -5.827
H -4.004 -2.689 -7.550
H -2.881 -2.763 -8.941
H -2.745 -1.479 -7.838
H -0.970 -3.471 -7.753
H -2.179 -4.464 -7.176
H -0.905 -3.233 -5.516
C 8.388 -3.483 -2.981
C 6.998 -3.086 -3.500
O 6.666 -3.766 -4.731
H 8.661 -4.510 -3.224
H 8.214 -3.528 -1.905
H 9.197 -2.766 -3.120
H 7.064 -2.004 -3.617
H 6.212 -3.203 -2.754
H 7.248 -3.454 -5.428
C -7.650 -2.642 0.336
C -6.348 -2.966 -0.332
O -5.838 -1.858 -0.866
H -8.409 -2.289 -0.362
H -7.522 -1.863 1.087
H -7.962 -3.610 0.729
H -6.688 -3.649 -1.110
H -5.598 -3.440 0.301
H -5.422 -2.122 -1.690
C -0.495 6.807 -0.664
C -1.437 5.678 -1.135
O -2.644 5.810 -0.495
H 0.509 6.622 -1.047
H -0.406 6.822 0.423
H -0.872 7.778 -0.985
H -0.835 4.796 -0.913
H -1.524 5.662 -2.221
H -2.985 6.703 -0.586
C 1.883 1.257 -8.705
C 2.712 0.992 -7.491
O 2.290 1.933 -6.493
H 2.179 0.520 -9.452
H 1.928 2.256 -9.138
H 0.855 1.119 -8.367
H 3.792 0.955 -7.634
H 2.436 0.081 -6.961
H 2.266 1.416 -5.684
C 3.519 -3.049 10.659
C 4.110 -1.643 10.187
O 2.992 -0.719 10.342
H 4.388 -3.688 10.820
H 3.008 -3.458 9.788
H 2.787 -2.943 11.459
H 4.728 -1.676 9.290
H 4.964 -1.333 10.789
H 2.455 -0.829 9.553
*
```

Summary:
- LUMO level: -0.04 eV
- Kohn-Sham gap: 2.73 eV



5.
# C13H40FeO19S2V2

A molecular structure, C13H40FeO19S2V2 (ωB97M-V/def2-TZVPD, the Open Molecules 2025 dataset).

Geometry as ORCA input:
```
! wB97M-V def2-TZVPD RIJCOSX def2/J DEFGRID3
* xyz 1 6
Fe 0.939 -1.820 2.522
O -2.737 4.355 0.240
V -2.272 2.944 0.743
O -2.251 3.011 2.320
O -2.112 -3.237 -2.101
V -2.594 -2.910 -0.652
O -4.025 -2.203 -0.781
S -0.303 -3.977 1.716
O -1.155 -3.655 0.547
O -0.343 -5.332 2.054
O 1.082 -3.413 1.382
O -0.569 -3.011 2.891
S -0.655 -0.100 0.133
O 0.123 -0.631 1.309
O -1.368 1.097 0.591
O 0.389 0.247 -0.816
O -1.596 -1.119 -0.302
C -3.103 3.191 -2.829
O -2.342 2.572 -1.804
H -3.020 4.276 -2.748
H -2.744 2.855 -3.793
H -4.163 2.943 -2.743
H -1.589 2.137 -2.235
C 2.458 3.070 -1.978
O 1.663 2.716 -0.844
H 2.435 4.152 -2.070
H 3.493 2.747 -1.830
H 2.092 2.611 -2.900
H 1.245 1.856 -0.984
C -4.373 0.721 0.020
O -4.242 2.104 0.326
H -5.435 0.479 -0.069
H -3.824 0.471 -0.872
H -4.081 0.099 0.872
H -5.103 2.490 0.498
C 3.074 -2.250 -1.504
O 2.775 -1.029 -0.823
H 3.393 -2.095 -2.535
H 3.918 -2.716 -0.986
H 2.257 -2.973 -1.428
H 1.912 -0.654 -1.103
C 5.157 -1.460 1.916
C 3.919 -0.870 2.498
C 3.854 0.632 2.420
O 2.737 -1.406 1.779
H 6.004 -0.916 2.351
H 5.240 -1.317 0.837
H 5.305 -2.506 2.171
H 3.839 -1.183 3.546
H 3.991 0.940 1.378
H 4.644 1.123 2.986
H 2.876 0.977 2.750
H 2.873 -1.201 0.797
C -2.231 -0.713 -4.141
C -0.738 -1.043 -4.030
C -0.194 -1.616 -5.305
O -0.008 0.200 -3.755
H -2.415 -0.014 -4.946
H -2.563 -0.339 -3.172
H -2.740 -1.666 -4.300
H -0.542 -1.686 -3.167
H 0.897 -1.549 -5.314
H -0.524 -0.991 -6.141
H -0.484 -2.642 -5.526
H 0.620 0.071 -3.037
C -0.127 1.979 3.936
C -0.363 0.591 4.475
C -1.701 0.018 4.068
O 0.708 -0.342 3.943
H 0.855 2.333 4.257
H -0.921 2.617 4.314
H -0.126 1.974 2.848
H -0.322 0.590 5.565
H -2.515 0.545 4.572
H -1.756 -1.029 4.354
H -1.891 0.224 3.014
H 1.394 -0.343 4.629
*
```

Summary:
- LUMO level (alpha / beta): -4.16 / -5.49 eV
- Kohn-Sham gap (alpha / beta): 8.14 / 6.81 eV
- Expectation value of S²: 8.7575



6.
# C13H40N8O7

7 unconnected molecules or ions with the total composition C13H40N8O7 (ωB97M-V/def2-TZVPD, the Open Molecules 2025 dataset).

Geometry as ORCA input:
```
! wB97M-V def2-TZVPD RIJCOSX def2/J DEFGRID3
* xyz 0 1
C -2.141 3.692 -2.915
C -2.092 2.281 -2.284
C -2.766 1.256 -3.164
O -0.693 2.003 -2.178
H -1.567 3.595 -3.838
H -1.658 4.368 -2.212
H -3.153 4.031 -3.134
H -2.548 2.336 -1.295
H -2.748 0.275 -2.685
H -2.177 1.141 -4.080
H -3.784 1.564 -3.398
H -0.324 1.923 -3.061
C 0.579 0.329 0.873
C -0.617 -0.630 0.710
C -0.912 -1.266 2.079
O -1.735 0.146 0.262
H 1.359 -0.275 1.346
H 0.360 1.129 1.581
H 0.926 0.699 -0.088
H -0.358 -1.481 0.074
H -1.016 -0.532 2.882
H -0.105 -1.947 2.336
H -1.880 -1.743 1.907
H -1.447 0.566 -0.557
C 3.375 1.558 -0.696
C 4.661 1.495 -1.467
C 5.151 0.063 -1.678
O 4.376 2.039 -2.794
H 3.514 1.161 0.312
H 2.589 1.054 -1.252
H 3.098 2.588 -0.453
H 5.483 2.128 -1.135
H 4.431 -0.674 -2.038
H 5.585 -0.286 -0.741
H 5.917 0.049 -2.457
H 3.465 1.832 -3.011
C 3.778 -2.304 1.383
O 4.240 -1.183 1.141
N 2.620 -2.790 0.853
N 4.353 -3.076 2.337
H 2.313 -3.724 1.049
H 2.298 -2.380 -0.015
H 5.236 -2.832 2.743
H 4.103 -4.043 2.449
C -4.125 -2.235 3.231
O -4.530 -1.900 2.130
N -3.621 -3.495 3.505
N -4.224 -1.502 4.370
H -3.124 -3.722 4.344
H -3.577 -4.188 2.780
H -3.650 -1.621 5.179
H -4.705 -0.633 4.193
C -3.290 2.817 2.691
O -4.039 3.673 3.164
N -3.125 1.602 3.317
N -2.326 3.037 1.775
H -2.768 0.828 2.779
H -3.789 1.441 4.051
H -1.971 2.179 1.371
H -2.269 3.837 1.172
C 0.778 -2.102 -2.546
O 1.219 -2.829 -1.669
N 1.565 -1.148 -3.163
N -0.452 -2.193 -3.109
H 2.462 -1.039 -2.719
H 1.211 -0.435 -3.766
H -1.079 -2.952 -2.919
H -0.661 -1.555 -3.849
*
```

Summary:
- Relative energy (zero: lowest compared OMol25 entry of this formula, charge and spin): 23.92 kcal per mole
- LUMO level: 0.01 eV
- Kohn-Sham gap: 9.45 eV



7.
# C13H40O7

7 unconnected molecules or ions with the total composition C13H40O7 (ωB97M-V/def2-TZVPD, the Open Molecules 2025 dataset).

Geometry as ORCA input:
```
! wB97M-V def2-TZVPD RIJCOSX def2/J DEFGRID3
* xyz 0 1
C -2.016 -1.608 -2.887
C -1.788 -1.291 -4.338
C -3.099 -1.118 -5.093
O -0.979 -0.117 -4.403
H -2.684 -0.892 -2.401
H -1.067 -1.589 -2.347
H -2.468 -2.594 -2.787
H -1.268 -2.159 -4.767
H -3.680 -0.325 -4.623
H -3.652 -2.056 -5.052
H -2.919 -0.850 -6.135
H -0.641 -0.006 -5.296
C 1.384 -3.766 1.053
C 0.809 -3.527 -0.332
C -0.493 -4.263 -0.551
O 0.543 -2.137 -0.523
H 1.666 -4.820 1.169
H 0.633 -3.586 1.825
H 2.266 -3.150 1.216
H 1.546 -3.861 -1.074
H -0.820 -4.137 -1.592
H -1.306 -3.835 0.036
H -0.369 -5.336 -0.408
H 1.389 -1.692 -0.664
C 1.124 2.663 4.133
C 0.380 3.971 4.066
C -0.162 4.182 2.644
O -0.650 4.003 5.047
H 0.500 1.829 3.807
H 1.461 2.475 5.153
H 2.012 2.662 3.493
H 1.067 4.785 4.293
H -0.966 4.906 2.534
H -0.434 3.235 2.174
H 0.699 4.533 2.061
H -1.382 3.468 4.721
C 2.825 3.750 -0.263
O 2.601 4.903 -1.046
H 3.690 3.871 0.403
H 1.966 3.464 0.347
H 3.078 2.904 -0.907
H 1.883 5.409 -0.659
C -0.431 0.903 0.607
O 0.967 0.797 0.750
H -0.928 0.546 1.508
H -0.757 1.924 0.369
H -0.810 0.290 -0.221
H 1.325 0.612 -0.121
C -1.836 -2.070 3.114
O -2.699 -3.022 3.752
H -0.824 -2.156 3.512
H -1.812 -2.357 2.066
H -2.226 -1.059 3.219
H -2.935 -2.683 4.619
C 1.798 0.254 -2.581
O 2.633 -0.621 -1.829
H 1.563 -0.152 -3.567
H 0.835 0.323 -2.076
H 2.230 1.247 -2.725
H 3.228 -1.077 -2.427
*
```

Summary:
- Relative energy (zero: lowest compared OMol25 entry of this formula, charge and spin): 40.38 kcal per mole
- LUMO level: 0.44 eV
- Kohn-Sham gap: 10.42 eV